# C40H112N8O16

A cluster of 12 separate species, C40H112N8O16 in total (ωB97M-V/def2-TZVPD, the OMol25 dataset).

Last column: Löwdin charge in e.
CARTESIAN COORDINATES (ANGSTROEM)
C 3.348952 3.979722 1.660443  -0.083
O 2.596052 3.570412 2.805473  -0.215
C 1.611322 4.501012 3.242473  -0.183
C 2.210912 5.894292 3.620543  -0.421
C 3.138792 5.798382 4.837853  -0.068
N 1.185452 6.832722 4.082893  0.014
H 2.621162 4.261922 0.899673  0.073
H 3.900102 3.121002 1.277123  0.068
H 4.045862 4.772042 1.933653  0.087
H 0.786092 4.580042 2.534763  0.112
H 1.155262 3.970062 4.078053  0.110
H 2.709462 6.460722 2.833963  0.128
H 3.648732 6.751772 4.976073  0.073
H 3.910592 5.035642 4.734663  0.077
H 2.599782 5.661802 5.775363  0.083
H 0.807522 7.300112 3.271223  0.067
H 1.710002 7.563612 4.541963  0.060
C 4.071912 -4.399708 -0.024297  -0.084
O 3.649202 -5.147048 -1.179247  -0.205
C 2.834062 -4.334188 -2.018667  -0.190
C 2.387932 -5.100448 -3.321167  -0.404
C 3.560472 -5.610588 -4.226937  -0.055
N 1.615222 -4.239978 -4.222467  0.037
H 4.892112 -3.708978 -0.219887  0.089
H 4.297122 -5.181378 0.701223  0.093
H 3.172402 -3.897328 0.331503  0.061
H 1.928062 -3.981878 -1.525577  0.101
H 3.413352 -3.440608 -2.251127  0.119
H 1.756882 -5.930098 -3.002517  0.123
H 4.210242 -4.749908 -4.385477  0.082
H 3.208592 -6.106038 -5.131817  0.068
H 4.016952 -6.435308 -3.679617  0.067
H 1.180112 -4.813478 -4.930907  0.072
H 0.872592 -3.826388 -3.676987  0.019
C -4.115948 -0.657058 0.510343  -0.085
O -4.410718 -0.144978 -0.766487  -0.211
C -5.427638 -0.900068 -1.407497  -0.194
C -5.698398 -0.543258 -2.868437  -0.413
C -6.737498 -1.493248 -3.583357  -0.032
N -4.479118 -0.452488 -3.677497  0.056
H -3.126258 -0.290348 0.782633  0.065
H -4.055388 -1.741878 0.597473  0.082
H -4.869548 -0.355358 1.237783  0.097
H -5.271028 -1.978758 -1.409887  0.119
H -6.356228 -0.700828 -0.872597  0.135
H -6.152998 0.447112 -2.892747  0.119
H -6.305408 -2.493838 -3.598007  0.052
H -7.057208 -1.194388 -4.581637  0.080
H -7.603558 -1.537758 -2.923017  0.074
H -4.260858 -1.429468 -3.811597  0.015
H -3.764348 -0.181688 -3.017297  0.056
C -0.906558 2.529202 -4.738987  -0.083
O 0.189242 3.406502 -4.712997  -0.241
C 0.970612 3.674922 -5.878437  -0.153
C 2.239342 4.440592 -5.437647  -0.439
C 3.181982 4.863852 -6.510457  -0.080
N 2.997842 3.628332 -4.464627  0.061
H -1.634668 2.647492 -5.541457  0.090
H -1.393368 2.587872 -3.765507  0.079
H -0.596308 1.494832 -4.887057  0.084
H 1.230962 2.768392 -6.424807  0.128
H 0.415112 4.310902 -6.567687  0.127
H 1.949102 5.362262 -4.933277  0.122
H 3.912242 5.565442 -6.107227  0.077
H 2.801262 5.510392 -7.301117  0.078
H 3.795092 4.022462 -6.833327  0.079
H 2.259502 3.513782 -3.785037  0.027
H 3.098692 2.702452 -4.855367  0.069
C 0.998512 -6.224418 0.933453  -0.034
O -0.285118 -6.635588 0.315513  -0.223
C -1.205598 -7.297728 1.182793  -0.178
C -1.750888 -6.423358 2.367023  -0.445
C -2.792028 -7.268708 3.068183  -0.051
N -2.354298 -5.211338 1.963623  0.043
H 1.395412 -7.175378 1.288753  0.092
H 0.875132 -5.481558 1.721513  0.073
H 1.721142 -5.883148 0.192203  0.066
H -2.055478 -7.572228 0.557933  0.125
H -0.643358 -8.198298 1.429703  0.126
H -0.905668 -6.152078 2.999573  0.136
H -2.312118 -8.138358 3.517063  0.086
H -3.539438 -7.598078 2.346383  0.084
H -3.312798 -6.785618 3.894943  0.081
H -1.755678 -4.993138 1.179943  0.083
H -3.174688 -5.495988 1.447833  0.100
C -0.099788 0.237332 4.797583  -0.080
O -1.264748 0.971672 5.059533  -0.190
C -1.491328 2.014532 4.172623  -0.196
C -2.948328 2.615532 4.384983  -0.347
C -4.180618 1.596292 4.169983  -0.022
N -3.180888 3.688832 3.413793  0.021
H -0.233628 -0.318678 3.869653  0.073
H 0.104802 -0.333558 5.703293  0.103
H 0.657132 0.973772 4.527693  0.086
H -0.802278 2.843442 4.334563  0.110
H -1.462368 1.661902 3.141643  0.104
H -2.948728 3.127332 5.347353  0.127
H -4.265628 1.175902 3.167913  0.053
H -5.141608 2.047882 4.416303  0.068
H -4.043748 0.768392 4.865653  0.062
H -2.520838 4.413232 3.658083  0.076
H -4.064708 4.156042 3.557603  0.082
C 0.475922 -2.579118 1.388493  -0.093
O 0.811282 -1.216708 1.227843  -0.208
C -0.247208 -0.397908 0.669113  -0.165
C 0.549672 0.620202 -0.134167  -0.356
C 1.491992 1.484552 0.690213  -0.052
N -0.245988 1.420752 -1.130127  0.073
H -0.380058 -2.506548 2.059413  0.078
H 1.360182 -3.060028 1.806703  0.087
H 0.213372 -3.090438 0.462363  0.070
H -0.936858 -0.974008 0.052203  0.109
H -0.828568 0.076382 1.459803  0.101
H 1.173052 -0.066768 -0.706487  0.132
H 2.009472 2.236722 0.094763  0.061
H 2.144002 0.944732 1.376923  0.085
H 0.990542 2.118192 1.421753  0.070
H -0.969388 1.981992 -0.703747  0.057
H -0.754578 0.821422 -1.764347  0.079
C 4.308822 -0.638988 -0.184857  -0.099
O 5.691782 -0.325758 -0.163787  -0.185
C 5.993992 0.768622 0.691503  -0.191
C 7.470312 1.291942 0.520573  -0.417
C 8.521802 0.608682 1.371593  -0.077
N 7.638992 2.737822 0.758473  0.035
H 3.991802 -1.120058 0.740433  0.089
H 4.327272 -1.441618 -0.922107  0.073
H 3.660002 0.180782 -0.493257  0.080
H 5.332062 1.573582 0.372163  0.091
H 5.698442 0.605972 1.727983  0.126
H 7.709192 1.074982 -0.520557  0.136
H 8.419812 -0.467098 1.228763  0.079
H 8.494592 0.916482 2.416873  0.074
H 9.499942 0.946792 1.029513  0.075
H 7.374292 2.952792 1.709163  0.063
H 6.870412 3.147142 0.246783  0.057
O -0.038178 5.841652 -3.505377  -0.083
C 0.794582 6.033102 -2.357587  -0.218
C 0.575292 4.895402 -1.358117  -0.215
O 1.190192 3.675502 -1.852777  -0.097
H 0.044282 4.952642 -3.858167  0.020
H 1.843892 6.033222 -2.652607  0.114
H 0.465332 6.965612 -1.899187  0.116
H -0.477198 4.724352 -1.132037  0.114
H 1.017152 5.208022 -0.411997  0.088
H 0.580772 3.023232 -1.499567  -0.002
O -1.553368 -3.538918 4.184753  -0.059
C -2.518088 -2.599528 4.529023  -0.273
C -3.917138 -3.121528 4.361033  -0.258
O -4.148308 -3.300598 3.013743  -0.084
H -1.699518 -3.709908 3.251483  0.021
H -2.265768 -2.234028 5.524433  0.123
H -2.465698 -1.673098 3.957123  0.105
H -4.803608 -2.543768 4.622713  0.124
H -4.015978 -4.087438 4.856373  0.116
H -3.760608 -4.126168 2.714213  0.025
O -2.875918 2.190172 0.604623  -0.086
C -3.639228 3.296552 0.245653  -0.270
C -4.287318 3.155092 -1.121277  -0.231
O -5.331578 2.216342 -1.235777  -0.056
H -2.826748 2.207552 1.563213  0.034
H -4.398338 3.498542 1.001343  0.108
H -2.976208 4.161702 0.241673  0.110
H -3.450908 2.947962 -1.788827  0.107
H -4.701478 4.128082 -1.385597  0.122
H -5.041038 1.329172 -1.011947  0.010
O -0.800898 -2.561638 -3.186687  -0.077
C -1.350168 -3.464218 -2.255657  -0.194
C -2.703858 -4.094878 -2.926727  -0.185
O -3.640738 -3.128688 -3.320017  -0.098
H -1.538068 -2.253528 -3.718907  0.079
H -0.606928 -4.244628 -2.092457  0.098
H -1.525808 -2.993228 -1.288487  0.089
H -3.181288 -4.843538 -2.294527  0.111
H -2.399018 -4.608858 -3.838317  0.117
H -4.319768 -3.619398 -3.788737  0.095

Cartesian forces (eV/Å) of the 6 atoms listed first:
-0.7687 -0.2705 0.4859
0.3205 0.0750 -0.0455
0.7780 0.2126 -0.0589
-0.2231 -0.1731 1.4317
0.6969 -0.1205 -0.3069
-0.7847 0.0210 -0.2492

Output
ΔE to the lowest compared entry with this formula, charge and spin = 1188.42 kJ/mol
SMILES = COC[C@H](C)N.COC[C@H](C)N.COC[C@H](C)N.COC[C@H](C)N.COC[C@H](C)N.COC[C@H](C)N.COC[C@H](C)N.COC[C@H](C)N.OCCO.OCCO.OCCO.OCCO
Frontier orbital gap = 9.0 eV